<one>
ORCA calculation (the ωB97M-V functional and the def2-TZVPD basis) on 2 unconnected molecules or ions with the total composition C2H7N2O.

```
! wB97M-V def2-TZVPD RIJCOSX def2/J DEFGRID3
* xyz 1 1
C 2.29 -0.30 -1.65
N 2.22 -0.75 -0.47
H 3.25 -0.60 -2.07
H 1.32 -0.07 -2.27
H 1.27 -0.41 -0.23
H 2.74 -1.59 -0.47
C -1.49 -0.03 0.96
N -2.29 1.09 1.23
O -0.85 0.00 -0.09
H -1.54 -0.86 1.70
H -2.07 1.87 0.69
H -2.50 1.25 2.16
*
```

Values from the calculation:
E_HOMO (eV): -13.99
HOMO-LUMO gap (eV): 8.05
Molecular weight (g mol⁻¹): 75.09
E_LUMO (Eh): -0.21828



<two>
ORCA calculation (the ωB97M-V functional and the def2-TZVPD basis) on a gas-phase ion, C2H7N2O (charge +1).

```
! wB97M-V def2-TZVPD RIJCOSX def2/J DEFGRID3
* xyz 1 1
C 0.12 0.21 -0.40
C -0.32 1.17 0.82
N 1.49 -0.34 -0.51
N -0.87 -0.87 -0.12
O -1.28 0.89 1.46
H -0.15 0.83 -1.34
H 0.17 2.16 1.08
H 2.15 -0.40 0.34
H 2.07 -0.21 -1.33
H -1.44 -0.52 0.72
H -0.35 -1.82 0.07
H -1.58 -1.09 -0.77
*
```

Values from the calculation:
E_HOMO (eV): -14.87
HOMO-LUMO gap (eV): 10.66
Molecular weight (g mol⁻¹): 75.09
SMILES: N[C@@H]([NH3+])C=O
E_LUMO (Eh): -0.15481



<three>
ORCA calculation (the ωB97M-V functional and the def2-TZVPD basis) on a molecular structure, C2H7N2O.

```
! wB97M-V def2-TZVPD RIJCOSX def2/J DEFGRID3
* xyz 1 1
C -2.32 -0.40 -0.12
C 0.46 -0.28 0.14
N -1.17 0.20 -0.65
N 1.36 0.83 -0.14
O -1.93 0.88 0.27
H -3.16 -0.44 -0.81
H -2.26 -1.19 0.61
H 0.72 -1.21 -0.35
H 0.22 -0.38 1.19
H 2.25 0.69 0.36
H 1.55 0.89 -1.15
H 0.93 1.72 0.17
*
```

Values from the calculation:
E_HOMO (eV): -13.89
HOMO-LUMO gap (eV): 9.94
Molecular weight (g mol⁻¹): 75.09
E_LUMO (Eh): -0.14483



<four>
ORCA calculation (the ωB97M-V functional and the def2-TZVPD basis) on a gas-phase ion, C2H7N2O (charge +1).

```
! wB97M-V def2-TZVPD RIJCOSX def2/J DEFGRID3
* xyz 1 1
C -1.63 0.53 -0.11
C 1.91 -0.26 0.26
N -0.06 0.80 -0.37
N -1.78 -0.73 0.21
O 0.68 -0.34 -0.55
H -2.26 1.53 -0.11
H 2.66 -0.98 -0.18
H 1.72 -0.56 1.20
H 2.17 0.90 0.20
H 0.05 1.52 -1.21
H -2.64 -1.26 0.29
H -0.83 -1.15 0.35
*
```

Values from the calculation:
E_HOMO (eV): -14.96
HOMO-LUMO gap (eV): 9.79
Molecular weight (g mol⁻¹): 75.09
SMILES: CONC=[NH2+]
E_LUMO (Eh): -0.18975



Stability, highest: <two>



<one>
ORCA calculation (the ωB97M-V functional and the def2-TZVPD basis) on 2 unconnected molecules or ions with the total composition CHF3NO2S.

```
! wB97M-V def2-TZVPD RIJCOSX def2/J DEFGRID3
* xyz -1 1
C -2.26 1.71 -1.46
N 1.11 0.12 -1.92
O 1.65 2.29 -0.96
O 0.56 0.55 0.54
F -1.92 0.30 -1.22
F -3.41 1.91 -0.67
F -2.69 1.84 -2.79
S 0.89 1.04 -0.79
H 0.63 -0.72 -2.11
*
```

Values from the calculation:
E_HOMO (spin up / spin down) (eV): -3.42 / -3.42
HOMO-LUMO gap (spin up / spin down) (eV): 6.21 / 6.20
Molecular weight (g mol⁻¹): 148.09
E_LUMO (spin up / spin down) (Eh): 0.10238 / 0.10235



<two>
ORCA calculation (the ωB97M-V functional and the def2-TZVPD basis) on 2 unconnected molecules or ions with the total composition CHF3NO2S.

```
! wB97M-V def2-TZVPD RIJCOSX def2/J DEFGRID3
* xyz -1 1
C -3.53 -0.83 0.82
N -0.56 0.36 1.25
O -1.92 -1.00 3.00
O 1.50 0.13 0.33
F -3.10 -1.76 -0.02
F -4.61 -1.39 1.50
F -4.12 0.15 0.02
S -1.85 -0.04 1.89
H 0.80 -0.37 -0.10
*
```

Values from the calculation:
E_HOMO (spin up / spin down) (eV): -5.19 / -3.92
HOMO-LUMO gap (spin up / spin down) (eV): 8.43 / 6.92
Molecular weight (g mol⁻¹): 148.09
E_LUMO (spin up / spin down) (Eh): 0.11886 / 0.11043



<three>
ORCA calculation (the ωB97M-V functional and the def2-TZVPD basis) on a gas-phase ion, CHF3NO2S (charge -1).

```
! wB97M-V def2-TZVPD RIJCOSX def2/J DEFGRID3
* xyz -1 1
C -0.10 0.29 1.01
N -0.82 -1.14 -1.18
O 0.53 1.02 -1.47
O 1.67 -1.01 -0.55
F 0.71 1.39 1.22
F -1.33 0.68 1.32
F 0.22 -0.67 1.92
S 0.40 -0.25 -0.78
H -1.29 -0.32 -1.50
*
```

Values from the calculation:
E_HOMO (eV): -5.05
HOMO-LUMO gap (eV): 9.18
Molecular weight (g mol⁻¹): 148.09
SMILES: N=[S@](=O)([O-])C(F)(F)F
E_LUMO (Eh): 0.15163



Stability, highest: <three>



<one>
ORCA calculation (the ωB97M-V functional and the def2-TZVPD basis) on 4 unconnected molecules or ions with the total composition C2H12NO4.

```
! wB97M-V def2-TZVPD RIJCOSX def2/J DEFGRID3
* xyz 0 2
C 1.62 -0.49 -1.23
N 0.47 -0.68 -0.35
C -0.86 -0.37 -0.82
O -0.92 0.89 -1.46
H 1.66 0.50 -1.68
H 2.49 -0.63 -0.58
H 1.68 -1.25 -2.01
H 0.69 -0.19 0.50
H -1.24 -1.13 -1.49
H -1.49 -0.32 0.08
H 0.65 -2.43 0.66
H 1.53 -3.51 1.17
O 0.70 -3.38 0.69
H -0.64 3.36 -0.03
H -1.10 1.61 -0.83
O -1.15 2.66 0.41
H -0.68 0.66 2.24
H -0.25 1.97 1.57
O -0.03 1.37 2.30
*
```

Values from the calculation:
E_HOMO (spin up / spin down) (eV): -9.47 / -9.44
HOMO-LUMO gap (spin up / spin down) (eV): 9.75 / 5.23
Molecular weight (g mol⁻¹): 114.12
<S²>: 0.7543
E_LUMO (spin up / spin down) (Eh): 0.01032 / -0.15479



<two>
ORCA calculation (the ωB97M-V functional and the def2-TZVPD basis) on 4 unconnected molecules or ions with the total composition C2H12NO4.

```
! wB97M-V def2-TZVPD RIJCOSX def2/J DEFGRID3
* xyz 0 2
C 0.52 0.88 1.40
N 0.69 0.32 0.05
C -0.02 1.06 -0.97
O -1.35 1.40 -0.70
H 1.10 0.28 2.10
H 0.89 1.90 1.40
H -0.52 0.92 1.72
H 0.33 -0.63 0.07
H 0.51 2.00 -1.11
H 0.10 0.52 -1.91
H 3.69 -0.43 -0.99
H 2.53 0.26 -0.25
O 3.48 0.34 -0.46
H -3.38 -0.54 -0.18
H -1.86 0.52 -0.60
O -2.51 -0.72 -0.61
H -1.58 -3.46 0.46
H -1.58 -1.94 0.10
O -1.03 -2.67 0.47
*
```

Values from the calculation:
E_HOMO (spin up / spin down) (eV): -9.92 / -9.89
HOMO-LUMO gap (spin up / spin down) (eV): 10.24 / 5.63
Molecular weight (g mol⁻¹): 114.12
<S²>: 0.7579
E_LUMO (spin up / spin down) (Eh): 0.01155 / -0.15633



Stability, highest: <two>



<one>
ORCA calculation (the ωB97M-V functional and the def2-TZVPD basis) on 2 unconnected molecules or ions with the total composition C8H16O2.

```
! wB97M-V def2-TZVPD RIJCOSX def2/J DEFGRID3
* xyz 0 1
C -1.19 -0.71 -0.75
C -0.90 -0.35 -2.20
C -2.57 -0.23 -0.33
O -1.06 -2.11 -0.60
H -1.91 -2.55 -0.76
H -0.18 -0.29 -0.21
H -0.93 0.74 -2.33
H -1.61 -0.82 -2.88
H 0.10 -0.69 -2.48
H -2.82 -0.56 0.68
H -2.64 0.86 -0.39
H -3.35 -0.66 -0.97
C -0.14 0.28 2.36
C 2.39 1.33 -0.51
C 0.31 0.90 1.05
C 1.75 0.39 0.47
C 2.45 -0.62 0.99
O -0.07 2.02 0.72
H 0.23 -0.73 2.52
H -1.23 0.23 2.34
H 0.16 0.93 3.18
H 2.43 0.88 -1.50
H 1.86 2.29 -0.61
H 3.41 1.59 -0.21
H 2.07 -1.29 1.76
H 3.45 -0.84 0.64
*
```

Values from the calculation:
E_HOMO (eV): -9.62
HOMO-LUMO gap (eV): 10.11
Molecular weight (g mol⁻¹): 144.21
SMILES: C=C(C)C(C)=O.CC(C)O
E_LUMO (Eh): 0.01787



<two>
ORCA calculation (the ωB97M-V functional and the def2-TZVPD basis) on 2 unconnected molecules or ions with the total composition C8H16O2.

```
! wB97M-V def2-TZVPD RIJCOSX def2/J DEFGRID3
* xyz 0 1
O -2.27 2.16 4.05
C -1.31 2.88 4.39
C 0.03 2.87 3.67
C -2.82 3.76 6.30
C -1.43 3.95 5.49
H -0.30 2.82 2.63
H 0.74 2.04 3.86
H 0.56 3.83 3.83
H -2.67 2.87 6.93
H -3.75 3.62 5.72
H -2.94 4.64 6.95
H -1.52 4.95 5.04
H -0.56 3.96 6.18
O -5.60 -4.98 2.26
C -4.67 -4.42 1.73
C -4.83 -3.60 0.47
C -3.37 -3.44 3.70
C -3.33 -4.32 2.41
H -5.87 -3.27 0.29
H -4.47 -4.14 -0.42
H -4.20 -2.71 0.62
H -2.44 -3.50 4.30
H -4.22 -3.74 4.34
H -3.52 -2.40 3.38
H -2.60 -4.00 1.64
H -3.03 -5.32 2.76
*
```

Values from the calculation:
E_HOMO (eV): -9.44
HOMO-LUMO gap (eV): 10.24
Molecular weight (g mol⁻¹): 144.21
SMILES: CCC(C)=O.CCC(C)=O
E_LUMO (Eh): 0.02949



<three>
ORCA calculation (the ωB97M-V functional and the def2-TZVPD basis) on 2 unconnected molecules or ions with the total composition C8H16O2.

```
! wB97M-V def2-TZVPD RIJCOSX def2/J DEFGRID3
* xyz 0 1
C -2.14 0.76 4.24
C -2.88 1.56 3.17
C -0.69 0.51 3.83
C -2.80 0.87 1.81
C -0.61 -0.19 2.47
C -1.35 0.62 1.40
H -2.65 -0.22 4.37
H -2.18 1.29 5.21
H -2.41 2.56 3.09
H -3.94 1.71 3.47
H -0.18 -0.10 4.60
H -0.16 1.48 3.77
H -3.32 1.48 1.04
H -3.33 -0.10 1.88
H -1.08 -1.19 2.56
H 0.44 -0.34 2.18
H -1.31 0.09 0.43
H -0.84 1.59 1.28
O -3.09 -3.35 1.15
O -1.60 -3.19 -0.54
C -2.83 -3.00 0.02
C -3.76 -2.33 -0.94
H -1.06 -3.64 0.17
H -4.75 -2.18 -0.47
H -3.89 -2.94 -1.85
H -3.37 -1.34 -1.23
*
```

Values from the calculation:
E_HOMO (eV): -10.52
HOMO-LUMO gap (eV): 11.27
Molecular weight (g mol⁻¹): 144.21
SMILES: C1CCCCC1.CC(=O)O
E_LUMO (Eh): 0.02733



Stability, highest: <three>